No. 1
DFT (ωB97M-V/def2-TZVPD) results for one molecule with the formula CH3BF2O2 at a distorted geometry.

E_HOMO, eV: -11.21
DFT total energy, a.u.: -415.04306
Relative energy (zero: lowest compared OMol25 entry of this formula, charge and spin), kJ/mol: 62.2
Orbital gap, Eh: 0.414
LUMO level, eV: 0.0675
Structure (SMILES): OB(O)C(F)F

Geometry as ORCA input:
```
! RIJCOSX wB97M-V def2-TZVPD def2/J DEFGRID3
* xyz 0 1
F 1.061 2.314 1.452
O 0.976 -0.423 -0.182
H 0.475 0.424 2.052
F -1.028 1.614 2.070
B -0.076 0.394 0.005
H 1.324 -0.702 -1.009
H -1.107 -0.149 -1.508
O -1.143 0.453 -0.806
C 0.077 1.178 1.475
*
```


No. 2
DFT (ωB97M-V/def2-TZVPD) results for C32H48InN3O9P as an isolated structure at a distorted geometry.

E_HOMO, eV: -4.87
DFT total energy, a.u.: -2620.58008
Orbital gap, Eh: 0.207
LUMO level, eV: 0.7726

Geometry as ORCA input:
```
! RIJCOSX wB97M-V def2-TZVPD def2/J DEFGRID3
* xyz -1 1
C -1.387 -1.552 -2.243
C 8.646 1.521 5.142
C -3.832 -0.559 -1.834
In 0.676 2.361 -0.693
C -0.439 -5.760 4.777
C -2.331 -4.258 4.649
H 4.192 -1.761 2.129
H 1.990 -1.349 1.092
H 7.966 2.831 3.570
C -4.928 0.195 0.542
H 3.108 -1.253 -0.476
C -1.267 1.562 1.868
P 0.916 4.565 -2.018
H -2.669 7.508 -6.615
N 7.162 -1.657 2.739
C -0.179 2.715 1.419
H -0.809 -1.415 -3.277
C -4.038 3.933 -6.028
H -1.022 -2.835 -0.394
H -5.135 1.093 -0.193
O 0.384 4.255 -3.675
H -1.569 -5.090 6.487
C 1.867 -3.168 -0.357
C 8.254 -0.843 4.813
C -2.175 -4.201 3.257
O -3.939 -2.707 3.059
H 2.639 -3.895 -0.892
C 7.661 -0.559 3.575
H 5.029 -2.412 0.555
C 8.045 1.802 3.913
O -4.609 2.164 -4.637
H 2.243 1.441 -0.625
H -3.118 -3.702 5.154
H -5.581 -1.581 -0.783
H -1.281 1.486 3.046
O 2.615 4.972 -2.049
H -0.668 3.802 1.362
H -3.391 6.130 -8.546
C -2.983 -1.806 -2.522
C -3.150 6.002 -5.151
C -3.463 5.729 -7.537
H -0.597 1.426 -1.569
H -3.141 -1.688 -3.699
C 2.713 -1.962 0.399
C -1.159 -4.929 2.623
H -1.030 -4.899 1.543
H 0.505 -6.271 2.908
H -0.847 -3.870 -2.054
H -3.277 2.765 1.698
H 9.216 -0.006 6.552
C 4.052 -2.492 1.200
C 7.550 0.763 3.123
H -4.262 3.845 -8.190
O -2.917 -3.352 1.229
H -3.708 4.336 -3.915
H 1.010 -1.276 -1.332
C 0.997 -2.450 -1.547
H 7.087 0.998 2.167
C -1.458 -5.042 5.406
N -3.075 -3.361 2.458
C -3.721 0.481 1.629
O -4.840 1.898 -6.803
O 7.262 -2.811 3.182
C -3.954 4.438 -7.332
H -1.233 -0.657 -1.503
H 8.341 -1.864 5.178
H -2.689 1.933 0.077
H -4.268 0.791 2.643
H -3.372 -2.874 -2.184
C -3.058 6.505 -6.449
H -3.165 0.351 -1.517
H -2.835 6.613 -4.308
O 6.675 -1.369 1.636
C -3.642 4.713 -4.933
N -4.532 2.568 -5.807
H -3.888 -1.832 0.182
C -2.783 1.799 1.237
H 1.426 -2.604 -2.634
C -0.626 -2.854 -1.518
H 9.037 2.334 5.751
H 0.450 3.255 -3.849
C -0.290 -5.707 3.391
H 1.234 -3.835 0.373
H -0.939 0.483 1.481
H -5.925 -0.060 1.142
H 3.945 -3.570 1.658
H -3.043 -0.479 1.833
O 0.005 5.612 -1.259
H 0.244 -6.364 5.373
H 0.733 2.679 2.186
C -4.564 -1.103 -0.443
C 8.748 0.205 5.593
H -4.642 -0.132 -2.600
H 2.819 5.216 -3.012
*
```